12
Properties=species:S:1:pos:R:3:forces:R:3:lowdin_charge:R:1 method="wB97M-V/def2-TZVPD" charge=+2 e_lumo_ev=-8.9 homo_lumo_gap_ev=6.635 homo_ev=-15.5
C -0.9008 0.4909 -0.2585 -0.355 -3.735 2.620 -0.131
O -1.4207 0.9499 -1.2295 0.095 0.637 0.309 0.008
Ag -3.5579 2.3378 -2.3216 0.287 -0.225 0.249 0.955
Na 2.5486 0.7767 0.7862 0.049 -0.156 0.172 0.787
C 0.2043 -0.6283 2.2486 1.752 -1.602 -0.859 0.141
C 0.5168 -1.0266 1.1133 -1.460 1.717 1.587 -0.089
C 0.3261 -0.7296 -0.3033 -0.668 1.053 -0.487 -0.470
O 1.4131 -0.1466 -0.8887 0.835 0.276 -0.888 -0.427
Li 1.8309 -0.0971 -2.6131 -0.015 -0.145 0.235 0.842
H 0.3207 -0.6874 3.3228 -0.539 0.247 -0.235 0.072
H -0.0734 -1.6083 -0.8389 -0.105 0.303 -0.020 0.147
H -1.2077 0.3686 0.9827 0.125 1.631 -2.682 0.165


19
Properties=species:S:1:pos:R:3:forces:R:3:lowdin_spin:R:1 method="wB97M-V/def2-TZVPD" charge=+4 e_lumo_ev="-15.5 / -18.7" s2=3.775 multiplicity=4 homo_lumo_gap_ev="5.352 / 2.477" homo_ev="-20.8 / -21.2"
Au -2.9891 3.7450 -4.1859 -0.636 -2.036 1.148 0.466
Ce 1.7950 -0.2967 0.0849 -3.141 4.159 -1.622 1.013
Cl -3.3651 1.8531 -2.9051 0.256 1.360 -0.915 0.278
Cl 2.4225 1.9458 0.9206 -0.290 -1.305 -0.373 -0.013
C 3.8993 -1.0359 -0.1870 12.206 -1.746 1.815 0.000
C -4.1349 4.6807 -5.6694 -5.802 -0.355 -3.172 0.143
C -1.8490 5.2417 -4.6999 5.275 5.224 -0.364 0.097
O 5.0310 -1.1019 0.1431 -7.290 0.297 -2.315 0.011
O -5.0958 4.7476 -6.3019 4.182 0.094 2.425 0.008
O -1.1401 6.1367 -4.8993 -3.451 -4.037 0.645 0.008
N 0.9446 -4.4947 3.5342 1.906 2.872 -0.949 0.637
N 0.9314 -3.1885 3.1018 -2.190 -1.263 -0.174 0.091
N -0.1268 -2.4808 3.5910 0.937 0.628 -0.752 -0.012
C -0.1194 -1.4246 2.8160 -0.632 0.227 1.078 0.027
N 0.8528 -1.4385 1.8402 0.148 -5.627 3.255 0.128
N 1.4849 -2.6665 1.9882 -0.662 2.185 0.188 0.089
H 1.8180 -5.0217 3.4345 0.240 -0.475 -0.617 0.015
H 0.4618 -4.5860 4.4169 -1.042 -0.299 0.804 0.014
H -0.8212 -0.6148 2.9773 -0.015 0.096 -0.105 0.000


12
Properties=species:S:1:pos:R:3:forces:R:3:lowdin_charge:R:1 method="wB97M-V/def2-TZVPD" charge=+2 e_lumo_ev="-9.7 / -9.5" homo_lumo_gap_ev="6.105 / 5.830" homo_ev="-15.8 / -15.4"
O -2.0007 -2.0572 1.2127 -0.550 0.401 -3.465 -0.607
C -0.9907 -1.5010 0.4980 2.438 -0.191 0.790 -0.323
C -0.8040 -0.1707 0.3590 1.318 1.376 -1.477 -0.156
Bi -2.1448 -2.3963 3.0572 -0.492 -0.652 3.550 1.687
Li -1.5921 1.4011 -0.6091 -0.564 0.347 0.042 0.772
H -0.1249 -2.1932 0.4204 -0.667 0.080 -0.360 0.138
C 0.8865 1.5177 -0.4318 2.276 3.211 -0.643 -0.301
C 0.3897 0.2452 -0.4083 -1.500 -3.255 0.217 -0.163
O 1.9328 1.9581 -1.0825 -2.775 -1.515 1.573 -0.169
H 0.3531 2.2760 0.1896 0.349 -0.155 -0.207 0.136
H 0.9248 -0.4865 -1.0417 -0.275 0.239 0.224 0.128
Li 3.1701 1.4068 -2.1634 0.441 0.115 -0.246 0.858


10
Properties=species:S:1:pos:R:3:forces:R:3:lowdin_charge:R:1 method="wB97M-V/def2-TZVPD" charge=0 e_lumo_ev="-1.0 / -0.4" homo_lumo_gap_ev="7.615 / 8.026" homo_ev="-8.6 / -8.4"
C 0.2370 -0.9943 1.3021 0.708 1.440 -2.893 -0.049
C 0.0843 0.0023 0.4575 -1.554 -0.465 -0.308 -0.073
C 0.9995 -1.9501 0.4348 -1.401 -0.475 -0.749 -0.288
C -0.2698 0.7817 -0.7352 0.561 -0.366 0.467 -0.474
F 2.1842 -1.5600 0.0637 1.363 -0.177 -0.473 0.118
F 0.4140 -2.6296 -0.5962 0.370 0.723 0.990 0.064
Br -1.2884 2.5352 -0.1330 -0.180 -0.882 -0.243 0.447
H 0.3340 -1.0523 2.3331 -0.398 -0.054 1.796 0.077
H -0.8756 0.1545 -1.5439 1.273 1.807 1.754 0.130
H 0.5924 1.4360 -1.0493 -0.741 -1.552 -0.341 0.049


9
Properties=species:S:1:pos:R:3:forces:R:3:lowdin_charge:R:1 method="wB97M-V/def2-TZVPD" charge=+1 e_lumo_ev="-7.8 / -7.8" homo_lumo_gap_ev="6.373 / 6.390" homo_ev="-14.1 / -14.1"
C 0.9132 0.2623 0.0032 -0.986 0.589 0.041 0.089
C -0.2698 0.9796 0.0167 0.678 1.102 0.021 -0.144
C 0.8217 -1.1938 -0.0126 1.019 -0.102 -0.064 -0.239
C -1.4538 0.3211 0.0165 1.288 -3.386 -0.050 -0.499
N -0.2512 -1.8037 0.0095 -2.182 1.631 0.004 0.274
Br -3.1969 0.3598 -0.0101 0.259 0.284 0.029 1.094
H 1.8824 0.7442 0.0058 0.030 0.133 -0.024 0.139
H -0.2167 2.0675 0.0272 -0.037 -0.064 -0.004 0.142
H 1.7710 -1.7369 -0.0563 -0.067 -0.186 0.046 0.144


19
Properties=species:S:1:pos:R:3:forces:R:3:lowdin_spin:R:1 method="wB97M-V/def2-TZVPD" charge=+4 e_lumo_ev="-15.6 / -15.6" s2=6.007 multiplicity=5 homo_lumo_gap_ev="7.283 / 7.279" homo_ev="-22.9 / -22.9"
Lu 3.2975 -2.8093 -1.1233 1.252 2.329 0.251 0.000
Pm -0.0210 1.3812 1.0940 -0.694 -3.665 3.050 4.052
Cl 3.2171 -0.5977 -2.1689 -0.142 -2.077 1.103 0.000
Cl 0.4714 -1.0968 1.7672 0.348 0.865 -0.769 -0.023
C -2.2422 0.1930 1.5852 -4.866 -2.749 1.120 -0.007
C 2.2607 -3.7722 -2.9079 -4.863 -4.140 -5.649 0.000
C 1.3629 -4.2939 -0.5289 -5.925 -2.806 1.731 0.000
O -3.1816 -0.4305 1.8165 3.979 2.593 -0.962 0.001
O 1.5234 -4.3582 -3.5972 4.309 3.442 3.690 0.000
O 0.3458 -4.8221 -0.3351 5.518 2.681 -1.044 0.000
N 1.8263 5.1276 0.4922 -0.815 0.187 -0.739 0.007
N 0.8244 4.4830 -0.2217 3.432 -3.018 -1.980 0.008
N 0.7962 4.4666 -1.6391 -0.985 1.384 2.538 -0.004
C 0.2687 3.3052 -1.8976 -0.023 -1.180 0.517 0.002
N 0.1885 2.4872 -0.7802 0.655 2.570 -1.877 -0.020
N 0.6779 3.2547 0.2106 -1.470 1.797 -1.062 -0.017
H 1.6020 5.1061 1.4776 -0.056 0.425 0.295 0.000
H 1.9295 6.0359 0.1022 0.285 1.366 -0.116 0.000
H -0.0360 2.9907 -2.8848 0.063 -0.004 -0.096 0.000


Results for molecular weight: 220.865 577.089 305.928 168.968 144.979 559.973 (in g/mol, following the order of the records).